{"formula": "C3H6ClNOS", "method": "ωB97M-V/def2-TZVPD", "e_above_lowest_kcal_mol": 86.3, "e_homo_ev": [-6.50, -6.50], "lumo_energy_ev": [-1.5, -1.5], "orbital_gap_ev": [4.985, 4.984], "spin_multiplicity": 1, "largest_force_ev_per_a": 4.73, "e_tot_ev": -30099.725, "symbols": ["C", "C", "C", "N", "O", "S", "Cl", "H", "H", "H", "H", "H", "H"], "coordinates": [[-0.0774, -0.7311, -0.3376], [-0.3660, 0.7531, -0.2912], [0.7001, -0.5638, 0.9366], [0.4399, 0.7640, 0.9123], [3.5287, -1.4548, 0.6804], [3.5283, -0.6924, -0.5896], [3.2270, 1.4284, -0.0515], [-0.9188, -1.3617, -0.2348], [0.4550, -1.0292, -1.2159], [0.0756, 1.2011, -1.1689], [-1.3634, 1.1491, -0.1625], [1.6812, -1.1032, 1.1553], [1.0911, 1.4791, 1.2699]], "forces_ev_per_a": [[-1.6, -0.8, 0.6], [-0.3, 0.1, -0.5], [1.7, 3.1, -3.1], [1.9, -2.2, 1.4], [-0.3, -1.1, 1.9], [-0.2, 1.0, -1.7], [0.1, 0.4, 0.0], [-1.1, -0.8, 0.0], [0.8, -0.3, -0.1], [0.5, 0.6, 0.2], [-0.3, -0.2, 0.1], [-0.8, 0.4, 1.1], [-0.4, -0.2, 0.0]]}